[1]
DFT (the ωB97M-V functional and the def2-TZVPD basis) results for a gas-phase ion, C3ClO2 (charge -1).

Results
net charge = -1
SMILES string = O=c1c([O-])c1Cl
frontier orbital gap = 7.3 eV
spin multiplicity = 1
HOMO = -0.1359 Eh
LUMO level = 3.6 eV

CARTESIAN COORDINATES (ANGSTROEM)
O (1.35375, 1.36080, -0.67635)
C (0.54342, 0.52295, -0.27859)
C (0.35483, -0.92027, -0.19764)
O (0.48316, -2.12115, -0.27664)
C (-0.66321, 0.23382, 0.34870)
Cl (-2.07196, 0.92385, 1.08051)

[2]
DFT (the ωB97M-V functional and the def2-TZVPD basis) results for a molecular structure, C3EuLiO6.

Results
frontier orbital gap (spin up / spin down) = 4.8 / 8.8 eV
spin multiplicity = 9
HOMO (spin up / spin down) = -0.1931 / -0.3412 Eh
LUMO level (spin up / spin down) = -0.5 / -0.5 eV

CARTESIAN COORDINATES (ANGSTROEM)
O (-0.79269, 2.11693, 0.16005)
C (-0.82593, 0.87103, -0.00610)
O (0.24322, 0.20137, 0.01550)
C (3.79660, -1.34661, -0.31329)
O (4.70301, -0.62208, -0.32987)
O (2.98665, -2.16711, -0.17569)
Eu (1.69884, 2.16498, 0.82563)
C (-2.20736, 0.12552, -0.06354)
O (-3.24427, 0.74230, 0.27250)
O (-2.19311, -1.09995, -0.32505)
Li (-4.16497, -0.98638, -0.06014)

[3]
DFT (the ωB97M-V functional and the def2-TZVPD basis) results for a molecular structure, C3F17K5N4O25S11.

Results
net charge = -2
frontier orbital gap = 1.9 eV
spin multiplicity = 1
HOMO = -0.1342 Eh
LUMO level = -1.8 eV

CARTESIAN COORDINATES (ANGSTROEM)
K (-3.54137, 9.15810, 0.44132)
K (-1.48538, 3.98359, -7.96461)
K (-7.04882, 2.83992, -1.00992)
K (6.42851, 5.78562, -2.47526)
K (-2.09484, 2.91351, 3.66071)
N (1.29741, -5.44668, -2.62591)
S (0.68278, -6.85412, -3.27328)
O (-0.36332, -6.75752, -4.25864)
O (0.71223, -8.09398, -2.49211)
F (1.96820, -7.17086, -4.13489)
S (0.30734, -5.39619, -1.45228)
O (0.55836, -6.14634, -0.25436)
O (-1.08156, -5.12924, -1.84377)
F (0.79563, -3.91095, -1.07801)
N (-5.69206, -2.22827, -6.50993)
S (-5.87943, -2.29272, -7.99583)
O (-5.31896, -3.46107, -8.58425)
O (-6.08891, -1.06240, -8.75603)
F (-7.50006, -2.71312, -7.90390)
S (-4.06449, -1.58237, -6.75929)
O (-4.02942, -0.22880, -7.27928)
O (-2.98723, -2.48550, -7.16837)
F (-3.58841, -1.48572, -5.15704)
N (7.67776, -1.14568, -1.81636)
S (8.83162, -0.25892, -1.95128)
O (10.01143, -0.57786, -1.11163)
O (8.60316, 1.11129, -2.38351)
F (9.25464, -0.91161, -3.41426)
S (7.46215, -0.67476, -0.19231)
O (7.43065, 0.76468, 0.18012)
O (7.70244, -1.67723, 0.84875)
F (5.87678, -0.92897, -0.28629)
N (1.86186, -1.82730, 7.24332)
S (2.46293, -1.61051, 5.91233)
O (1.89094, -0.62582, 5.00604)
O (3.18707, -2.75130, 5.36660)
F (3.70246, -0.72075, 6.56835)
S (0.47692, -2.38617, 6.46553)
O (0.42567, -3.60860, 5.67494)
O (-0.47510, -1.25936, 6.18503)
F (-0.18195, -2.99491, 7.82633)
C (-6.92153, -2.34548, 4.32806)
F (-7.56346, -1.30651, 4.79000)
F (-6.30730, -2.84053, 5.39213)
F (-7.90868, -3.20187, 3.82235)
S (-5.78424, -1.89959, 2.86036)
O (-6.53943, -2.05693, 1.56447)
O (-5.47028, -0.46629, 3.09060)
O (-4.71332, -2.86364, 2.97355)
C (2.37108, 8.16452, 3.55952)
F (3.26164, 8.37451, 4.54426)
F (2.09895, 9.35452, 2.98745)
F (2.86232, 7.25474, 2.71629)
S (0.85289, 7.50551, 4.43943)
O (1.24764, 6.25963, 5.10627)
O (0.52979, 8.55652, 5.45551)
O (-0.18522, 7.25133, 3.40829)
C (0.93142, 2.72577, -1.39890)
F (1.19628, 1.60323, -2.16717)
F (1.08968, 2.49412, -0.04695)
F (1.75078, 3.73196, -1.75321)
S (-0.97763, 3.30627, -1.66692)
O (-0.90160, 4.73734, -1.32016)
O (-1.30993, 3.01984, -3.09430)
O (-1.79751, 2.48992, -0.83768)

[4]
DFT (the ωB97M-V functional and the def2-TZVPD basis) results for a gas-phase ion, C3F2NO2 (charge -1).

Results
net charge = -1
SMILES string = N#CC(F)(F)C(=O)[O-]
frontier orbital gap = 9.3 eV
spin multiplicity = 1
HOMO = -0.1844 Eh
LUMO level = 4.2 eV

CARTESIAN COORDINATES (ANGSTROEM)
N (-1.67547, -1.44265, 0.26799)
C (-1.15966, -0.45430, -0.01049)
C (-0.22887, 0.70382, -0.04419)
F (-0.53912, 1.51369, -1.12434)
F (-0.50294, 1.48532, 1.00733)
C (1.23183, -0.22949, -0.02434)
O (1.41954, -0.69149, 1.06795)
O (1.79852, -0.25405, -1.09483)

[5]
DFT (the ωB97M-V functional and the def2-TZVPD basis) results for a molecular structure, C3FeO15V3.

Results
frontier orbital gap (spin up / spin down) = 6.8 / 5.5 eV
spin multiplicity = 6
HOMO (spin up / spin down) = -0.3548 / -0.3351 Eh
LUMO level (spin up / spin down) = -2.9 / -3.7 eV

CARTESIAN COORDINATES (ANGSTROEM)
O (2.79655, -0.03569, -2.48310)
V (1.38981, -0.73066, -2.66859)
O (0.95276, -0.48863, -4.18761)
O (0.26775, 4.49700, -0.51968)
V (0.88562, 3.10261, -0.82658)
O (2.39198, 2.96584, -0.42005)
O (-2.88382, 1.88322, 1.78389)
V (-1.50357, 1.27791, 2.43147)
O (-0.88788, 2.62737, 3.18830)
Fe (-1.67380, -2.03278, 0.47446)
C (0.68476, -2.98497, -1.14903)
O (1.66022, -2.29580, -0.64282)
O (-0.32434, -3.19973, -0.48172)
O (0.49926, -2.67365, -2.35022)
C (-0.72898, -1.38327, 2.82494)
O (-1.78702, -1.03794, 2.25857)
O (-0.04774, -0.35537, 2.79710)
O (-0.33433, -2.09435, 1.96029)
C (-0.36940, 0.71466, -0.51422)
O (0.34445, 1.06076, -1.46483)
O (-0.37741, 1.59965, 0.36712)
O (-0.95488, -0.41616, -0.37769)

[6]
DFT (the ωB97M-V functional and the def2-TZVPD basis) results for a molecular structure, C3H10BBeCl6.

Results
net charge = +1
frontier orbital gap = 1.9 eV
spin multiplicity = 1
HOMO = -0.4674 Eh
LUMO level = -10.9 eV

CARTESIAN COORDINATES (ANGSTROEM)
Be (3.98388, -0.64817, 4.20639)
B (1.60213, 0.32658, 1.09432)
H (2.50598, 0.90621, 0.98790)
H (1.06472, 0.53979, 2.00534)
H (0.99206, 0.55079, 0.23306)
H (1.90767, -0.70650, 1.15449)
C (-1.99529, -4.26442, 1.87541)
Cl (-3.53762, -4.21861, 2.54093)
Cl (-0.69013, -4.58157, 3.02084)
H (-1.97622, -4.86618, 0.96678)
H (-1.96385, -3.22311, 1.55478)
C (-2.66325, 4.67725, 0.84083)
Cl (-3.87126, 5.84717, 0.24205)
Cl (-1.63998, 5.47095, 2.17533)
H (-3.22088, 3.79502, 1.15519)
H (-1.96501, 4.50478, 0.02178)
C (2.17794, -0.91360, -4.68784)
Cl (3.66822, -0.04883, -4.34576)
Cl (1.86345, -0.60910, -6.43737)
H (2.39549, -1.97274, -4.55003)
H (1.36194, -0.56571, -4.05443)

[7]
DFT (the ωB97M-V functional and the def2-TZVPD basis) results for 2 unconnected molecules or ions with the total composition C3H10BN.

Results
SMILES string = C=BN.CC
frontier orbital gap = 8.6 eV
spin multiplicity = 1
HOMO = -0.2982 Eh
LUMO level = 0.5 eV

CARTESIAN COORDINATES (ANGSTROEM)
C (-2.72716, 1.45735, -0.23727)
B (-2.20263, 0.21313, -0.00479)
N (-1.93085, -1.13602, 0.00972)
H (-3.77370, 1.79449, 0.14565)
H (-2.21163, 2.30735, -0.75833)
H (-1.03380, -1.36573, 0.38584)
H (-2.54698, -1.75449, -0.44901)
C (2.18557, -0.73414, -0.43888)
C (1.91220, 0.24072, 0.65751)
H (1.60506, -1.67300, -0.27978)
H (1.84050, -0.24245, -1.33931)
H (3.31186, -0.85423, -0.72627)
H (0.89254, 0.30414, 1.06462)
H (2.17553, 1.30249, 0.37168)
H (2.50349, 0.14039, 1.59861)

[8]
DFT (the ωB97M-V functional and the def2-TZVPD basis) results for C3H10Cl2OSi2 in the gas phase.

Results
SMILES string = CC(C)[Si@H](Cl)O[SiH2]Cl
frontier orbital gap = 10.9 eV
spin multiplicity = 1
HOMO = -0.3757 Eh
LUMO level = 0.7 eV

CARTESIAN COORDINATES (ANGSTROEM)
C (-0.87329, 0.91996, -0.74984)
C (0.43770, 1.24640, -0.13598)
C (1.54788, 1.47537, -1.15480)
Si (0.76233, -0.17847, 1.19708)
Cl (2.56691, -1.48499, 0.47255)
O (-0.35717, -1.28184, 1.33005)
Si (-1.45994, -2.42605, 0.92743)
Cl (-3.19536, -1.49690, 1.41183)
H (-0.84470, 0.10617, -1.50714)
H (-1.72255, 0.58417, -0.11828)
H (-1.09516, 1.69093, -1.47277)
H (0.35165, 2.19760, 0.39872)
H (2.50836, 1.09729, -0.81244)
H (1.83153, 2.58235, -1.43936)
H (1.45931, 0.99520, -2.20411)
H (0.64311, 0.31247, 2.50355)
H (-1.38690, -3.73006, 1.79752)
H (-1.17369, -2.60958, -0.44401)

[9]
DFT (the ωB97M-V functional and the def2-TZVPD basis) results for a molecular structure, C3H10Cl2Si2.

Results
frontier orbital gap = 9.7 eV
spin multiplicity = 1
HOMO = -0.3358 Eh
LUMO level = 0.5 eV

CARTESIAN COORDINATES (ANGSTROEM)
C (1.20427, -1.09787, -1.32178)
C (1.11170, -1.26081, 1.62356)
C (-2.48919, 0.97529, -0.57424)
Si (-0.90150, 1.80352, 0.11075)
Si (1.30373, 0.01779, 0.23010)
Cl (-2.81939, -0.40065, 0.52015)
Cl (3.06658, 1.08157, 0.23403)
H (2.25372, -1.21730, -1.68322)
H (0.66894, -2.03363, -1.06506)
H (0.70959, -0.61423, -2.12740)
H (0.36639, -1.91619, 1.44362)
H (1.98053, -1.90133, 1.68270)
H (1.17075, -0.92141, 2.62781)
H (-2.22417, 0.49851, -1.58716)
H (-3.35617, 1.58433, -0.67392)
H (-1.19136, 2.35536, 1.45930)
H (-0.85442, 3.04705, -0.89925)

[10]
DFT (the ωB97M-V functional and the def2-TZVPD basis) results for 2 unconnected molecules or ions with the total composition C3H10ClN2.

Results
net charge = +1
frontier orbital gap = 9.8 eV
spin multiplicity = 1
HOMO = -0.5219 Eh
LUMO level = -4.4 eV

CARTESIAN COORDINATES (ANGSTROEM)
C (1.54252, 0.55677, 0.38862)
C (-3.50737, 0.21876, 0.47596)
C (0.81762, -0.72259, 0.38341)
N (1.21066, -1.48699, -0.59604)
N (2.36758, 0.60676, -0.81787)
Cl (-2.11036, 0.22814, -0.63603)
H (2.05376, 0.74634, 1.26655)
H (0.71540, 1.43525, 0.48153)
H (-3.03142, -0.12396, 1.46128)
H (-3.81497, 1.30312, 0.38991)
H (0.19035, -1.18020, 1.11482)
H (0.59587, -2.28905, -0.94532)
H (1.88529, -0.85584, -1.14612)
H (-4.26474, -0.47131, 0.05943)
H (3.38168, 0.68874, -0.50403)
H (1.96812, 1.34608, -1.37610)

Maximum force values (in eV/Å) by entry order: 4.13, 1.54, 11.40, 2.22, 15.64, 5.60, 3.27, 3.42, 3.98, 3.88.
DFT total energy values (in eV) by entry order: -19727.383, -34931.138, -307256.777, -14132.135, -145266.361, -79465.709, -5438.269, -46124.499, -44073.677, -18768.043.